# 1
Here is a 9-piece molecular cluster, C36H66F18N12P3 overall in a non-equilibrium geometry from OMol25. Energies are from ωB97M-V with the def2-TZVPD basis set.

Positions of all 135 atoms, in Å:
1 C -2.70829 -3.97129 0.25280
2 C -2.83246 -4.24044 -1.28059
3 N -1.55596 -4.50090 -2.04271
4 C -1.39160 -4.99862 -3.34179
5 C -0.08068 -4.85108 -3.69222
6 N 0.61203 -4.44290 -2.55988
7 C -0.30743 -4.36321 -1.54974
8 C 2.05697 -4.09892 -2.52243
9 H -2.19838 -3.04179 0.50602
10 H -2.23081 -4.80751 0.76353
11 H -3.69863 -4.01408 0.70611
12 H -3.30789 -3.34122 -1.67234
13 H -3.47949 -5.07165 -1.56085
14 H -2.28464 -5.06890 -3.94507
15 H 0.38935 -4.78473 -4.66230
16 H -0.16892 -3.98032 -0.54943
17 H 2.52215 -4.75933 -3.25426
18 H 2.48942 -4.48204 -1.59815
19 H 2.20276 -3.02116 -2.59506
20 C -2.66577 4.56536 -7.76208
21 C -3.71351 5.17601 -6.75985
22 N -3.59063 4.46834 -5.49540
23 C -4.26661 3.41154 -4.94111
24 C -3.76224 3.11528 -3.67075
25 N -2.78808 4.03884 -3.37458
26 C -2.58817 4.72972 -4.55310
27 C -1.87740 3.90999 -2.27890
28 H -2.71927 5.11196 -8.70361
29 H -2.77096 3.52953 -8.08470
30 H -1.61459 4.76793 -7.55696
31 H -4.73109 5.03495 -7.12418
32 H -3.34397 6.15607 -6.45812
33 H -5.11943 3.00809 -5.46677
34 H -4.06959 2.35373 -2.96934
35 H -1.67488 5.23633 -4.82813
36 H -2.38485 3.93617 -1.31458
37 H -1.11732 4.65221 -2.52280
38 H -1.41907 2.92914 -2.40525
39 C -1.35184 -2.18132 4.21298
40 C -2.64242 -1.34422 4.24957
41 N -3.07692 -1.11784 5.67139
42 C -2.36556 -0.58223 6.76653
43 C -3.05520 -0.82548 7.89253
44 N -4.28119 -1.44850 7.47600
45 C -4.27979 -1.54694 6.10784
46 C -5.36234 -1.90039 8.30056
47 H -0.46354 -1.58331 4.41648
48 H -1.16192 -2.44359 3.17219
49 H -1.42921 -3.18807 4.62355
50 H -3.50776 -1.71308 3.69891
51 H -2.34798 -0.36336 3.87631
52 H -1.37061 -0.17086 6.68138
53 H -2.96620 -0.51266 8.92240
54 H -5.08769 -1.89964 5.48390
55 H -6.35369 -1.82934 7.85304
56 H -5.21496 -1.45535 9.28459
57 H -5.23826 -2.96925 8.47447
58 C -1.23465 -1.50910 -4.03664
59 C 0.24933 -1.08390 -4.12858
60 N 0.48277 0.44426 -4.09284
61 C -0.26864 1.33892 -4.93122
62 C 0.39532 2.58121 -4.84846
63 N 1.40882 2.44610 -3.96820
64 C 1.44240 1.14354 -3.54871
65 C 2.40479 3.46417 -3.66430
66 H -1.76431 -1.15469 -3.15236
67 H -1.17263 -2.58988 -4.16381
68 H -1.78119 -1.10100 -4.88684
69 H 0.46766 -1.37245 -5.15677
70 H 0.76955 -1.53713 -3.28475
71 H -1.09158 0.96037 -5.51933
72 H 0.26703 3.53587 -5.33688
73 H 2.03478 0.66376 -2.78367
74 H 3.33528 2.89680 -3.64500
75 H 2.26478 3.84376 -2.65217
76 H 2.38496 4.22117 -4.44830
77 C 5.52239 0.46301 6.46788
78 C 5.11031 -0.96795 6.07297
79 N 4.44450 -0.97543 4.75179
80 C 3.07226 -0.97498 4.61164
81 C 2.76658 -1.06938 3.27706
82 N 3.90556 -1.04280 2.56752
83 C 4.95505 -1.08542 3.45056
84 C 4.12283 -1.15780 1.16088
85 H 5.45820 0.55397 7.55218
86 H 4.72050 1.17504 6.27272
87 H 6.51981 0.85034 6.25997
88 H 4.40658 -1.52548 6.69104
89 H 6.03342 -1.53871 5.97194
90 H 2.38196 -0.97532 5.44223
91 H 1.77748 -1.09985 2.84443
92 H 5.98983 -1.16352 3.15134
93 H 4.49608 -0.18543 0.83951
94 H 3.16573 -1.28105 0.65404
95 H 4.85014 -1.95950 1.03287
96 C -2.74604 3.43228 1.38367
97 C -1.64065 4.32202 2.01155
98 N -0.41693 4.35430 1.17504
99 C 0.06141 5.26635 0.25045
100 C 1.22648 4.77669 -0.29472
101 N 1.57387 3.64357 0.26682
102 C 0.52416 3.34102 1.15912
103 C 2.73852 2.82112 0.13175
104 H -2.27093 2.53426 0.98882
105 H -3.36390 3.87542 0.60266
106 H -3.49363 3.15385 2.12642
107 H -1.37405 4.08769 3.04214
108 H -1.98177 5.33050 2.24543
109 H -0.49195 6.18736 0.14121
110 H 1.99855 5.14879 -0.95187
111 H 0.33769 2.44824 1.73754
112 H 3.34969 3.09095 -0.72950
113 H 2.42476 1.78170 0.22797
114 H 3.42220 3.09492 0.93532
115 P -0.19972 -0.29330 0.05807
116 F 1.06131 -0.53921 -0.96391
117 F 0.06870 -1.73135 0.76963
118 F 0.84003 0.41542 1.20104
119 F -1.38704 0.03839 1.06651
120 F -0.48593 1.22387 -0.46628
121 F -1.24473 -1.02102 -0.99973
122 P 4.66640 -0.97552 -2.98072
123 F 6.08055 -0.76583 -2.28064
124 F 5.42879 -1.55833 -4.32852
125 F 4.59441 -2.55834 -2.39507
126 F 3.19976 -1.23771 -3.59725
127 F 3.89577 -0.33163 -1.74986
128 F 4.53399 0.58412 -3.61975
129 P 1.26482 -5.21993 2.36101
130 F 2.55146 -6.21442 2.73575
131 F 2.20826 -3.90454 2.56399
132 F 1.56789 -5.24564 0.75064
133 F -0.13978 -4.34049 2.00042
134 F 0.23821 -6.51949 2.41647
135 F 0.83228 -4.94393 3.88904

Properties
Strongest force on any atom   6.5 eV Å⁻¹
Energy relative to the best compared isomer or geometry (same formula, charge and spin)   504.9 kJ/mol
Orbital gap   8.473 eV
Charge   +3
HOMO level   -0.5622 Eh
E   -133057.5148 eV

# 2
Here is C36H66OP2Tl as an isolated structure in a non-equilibrium geometry from OMol25. Energies are from ωB97M-V with the def2-TZVPD basis set.

Positions of all 106 atoms, in Å:
1 Tl 0.64050 2.14971 0.24573
2 O -0.63738 0.43489 1.31564
3 P -1.44449 -0.11925 2.50529
4 C -0.89301 -1.80561 2.70529
5 C -1.55161 -2.82402 3.67247
6 C -0.72363 -4.11455 3.87491
7 C 0.05909 -4.45582 2.59983
8 C 1.04805 -3.34216 2.20163
9 C 0.66867 -1.96478 2.74190
10 C -1.29639 0.91578 4.01504
11 C -1.51561 0.28157 5.44608
12 C -0.24136 -0.38285 5.93913
13 C 0.93688 0.53237 5.87731
14 C 1.19100 1.09833 4.49735
15 C -0.06783 1.82053 4.01429
16 C -3.21208 -0.13557 2.05417
17 C -3.65643 1.16748 1.41141
18 C -5.16941 1.28681 1.41809
19 C -5.69654 1.48064 2.84605
20 C -4.94520 0.55472 3.83179
21 C -4.24575 -0.59753 3.16615
22 H -1.13015 -2.20170 1.69471
23 H -2.45126 -3.10168 3.18097
24 H -1.80554 -2.38268 4.62343
25 H -1.43161 -4.92056 4.09445
26 H 0.07067 -3.98746 4.73970
27 H -0.60602 -4.65010 1.76420
28 H 0.56621 -5.43356 2.79873
29 H 1.17732 -3.30347 1.13916
30 H 2.04201 -3.61655 2.57522
31 H 1.23922 -1.16492 2.14246
32 H 1.12766 -1.74940 3.71986
33 H -2.18886 1.57617 3.83346
34 H -2.36824 -0.39918 5.40210
35 H -1.78498 1.05013 6.07240
36 H -0.10187 -1.26363 5.35479
37 H -0.39741 -0.63111 6.95140
38 H 1.82990 0.02683 6.26760
39 H 0.75986 1.35456 6.60381
40 H 1.49842 0.39219 3.77807
41 H 2.00351 1.85138 4.53324
42 H 0.09619 2.24363 3.03059
43 H -0.18405 2.75529 4.70612
44 H -3.21860 -0.88283 1.28928
45 H -3.22576 1.30473 0.42613
46 H -3.23770 1.97528 2.06118
47 H -5.54185 0.29979 0.98222
48 H -5.32557 2.23887 0.82259
49 H -6.82224 1.32874 2.78130
50 H -5.71687 2.53473 3.18741
51 H -5.66079 0.17784 4.52380
52 H -4.25936 1.17562 4.45032
53 H -4.92487 -1.28403 2.74259
54 H -3.80579 -1.27511 3.94718
55 C 5.39711 1.59678 -3.35125
56 C 5.09168 0.95292 -1.97429
57 C 3.63812 0.38893 -1.80132
58 C 2.71558 1.03237 -2.85743
59 C 3.05874 2.54501 -2.87294
60 C 4.30781 2.70771 -3.64072
61 P 0.92470 0.94119 -2.49268
62 C 0.03582 1.50443 -4.03178
63 C 0.90825 1.98838 -5.24887
64 C 0.07791 2.24918 -6.52470
65 C -1.42292 2.65019 -6.19311
66 C -1.39170 3.46256 -4.89739
67 C -0.98397 2.68034 -3.63830
68 C 0.48608 -0.94843 -2.58466
69 C 1.05399 -1.69172 -3.92029
70 C 2.19967 -2.67272 -3.65845
71 C 1.83934 -3.68177 -2.53324
72 C 0.74867 -3.22120 -1.59594
73 C 0.89118 -1.74528 -1.31232
74 H 5.28424 0.82184 -4.15198
75 H 6.39339 2.08001 -3.45236
76 H 5.32261 1.64381 -1.21950
77 H 5.81842 0.11672 -1.75989
78 H 3.31552 0.67053 -0.81518
79 H 3.63593 -0.66742 -2.00109
80 H 2.97373 0.51308 -3.81330
81 H 3.20324 2.82128 -1.84820
82 H 2.35596 3.25886 -3.27610
83 H 4.68391 3.67953 -3.54728
84 H 4.11043 2.66439 -4.70122
85 H -0.54461 0.66723 -4.36848
86 H 1.66106 1.18955 -5.42226
87 H 1.52789 2.82413 -5.02819
88 H 0.13442 1.38125 -7.19074
89 H 0.57325 3.10030 -7.06911
90 H -1.93992 1.65940 -6.09349
91 H -1.92109 3.15719 -7.04694
92 H -2.43698 3.81996 -4.71607
93 H -0.62373 4.25222 -5.06046
94 H -1.85612 2.28251 -3.16648
95 H -0.50091 3.35186 -2.95913
96 H -0.63673 -0.98221 -2.54041
97 H 1.38538 -0.90684 -4.61134
98 H 0.20118 -2.24595 -4.36498
99 H 3.07490 -2.10297 -3.34065
100 H 2.46568 -3.18158 -4.60079
101 H 2.72038 -3.81995 -1.87762
102 H 1.63542 -4.66146 -3.00400
103 H 0.87910 -3.90069 -0.71753
104 H -0.22278 -3.34933 -2.09858
105 H 1.97657 -1.54807 -1.12592
106 H 0.30513 -1.34653 -0.48107

Properties
Strongest force on any atom   3.3 eV Å⁻¹
Orbital gap   8.076 eV
Charge   +1
HOMO level   -0.4008 Eh
E   -63717.1378 eV